12 unconnected molecules or ions with the total composition C36H95O12, computed with ωB97M-V with the def2-TZVPD basis set.

The spin multiplicity is 1. Its net charge is -1. Its electronic energy is -2331.48049 Eh. For the HOMO energy, the calculation gives -0.22288 Ha.

Bonds (Å) are listed after each position.
Atoms and positions in Å:
1 C -0.088 0.149 1.144  C2 1.535, H5 1.136, H6 1.120, H7 1.078
2 C 1.037 -0.207 0.162  C1 1.535, C3 1.518, O4 1.398, H8 1.147
3 C 0.357 -0.633 -1.127  C2 1.518, H9 1.038, H10 1.125, H11 1.072
4 O 1.941 0.845 -0.017  C2 1.398
5 H -0.871 -0.674 1.183  C1 1.136
6 H -0.652 1.077 0.873  C1 1.120
7 H 0.234 0.262 2.167  C1 1.078
8 H 1.540 -1.143 0.593  C2 1.147
9 H -0.344 -1.398 -1.100  C3 1.038
10 H 1.129 -0.937 -1.886  C3 1.125
11 H -0.101 0.213 -1.602  C3 1.072
12 C -2.369 0.942 -3.889  C13 1.544, H16 1.095, H17 1.106, H18 1.074
13 C -1.203 1.089 -4.890  C12 1.544, C14 1.476, O15 1.467, H19 1.099
14 C -0.326 -0.096 -4.964  C13 1.476, H20 1.113, H21 1.119, H22 1.101
15 O -1.833 1.412 -6.174  C13 1.467, H23 0.974
16 H -3.121 1.725 -4.033  C12 1.095
17 H -1.901 0.958 -2.886  C12 1.106
18 H -2.812 -0.030 -4.006  C12 1.074
19 H -0.593 1.931 -4.535  C13 1.099
20 H 0.012 -0.273 -3.919  C14 1.113
21 H 0.623 0.018 -5.546  C14 1.119
22 H -0.954 -0.898 -5.383  C14 1.101
23 H -1.098 1.448 -6.812  O15 0.974
24 C 2.992 1.821 -4.227  C25 1.522, H28 1.125, H29 1.100, H30 1.107
25 C 2.846 2.361 -2.811  C24 1.522, C26 1.547, O27 1.378, H31 1.051
26 C 2.967 3.903 -2.803  C25 1.547, H32 1.087, H33 1.100, H34 1.099
27 O 1.669 1.998 -2.193  C25 1.378, H35 1.023
28 H 2.649 0.753 -4.321  C24 1.125
29 H 3.951 1.740 -4.761  C24 1.100
30 H 2.321 2.346 -4.934  C24 1.107
31 H 3.683 2.044 -2.260  C25 1.051
32 H 3.027 4.188 -1.756  C26 1.087
33 H 2.099 4.383 -3.276  C26 1.100
34 H 3.882 4.232 -3.314  C26 1.099
35 H 1.834 1.460 -1.338  O27 1.023
36 C -0.743 3.547 -0.993  C37 1.519, H40 1.059, H41 1.076, H42 1.078
37 C -0.123 4.211 0.226  C36 1.519, C38 1.484, O39 1.412, H43 1.076
38 C -1.163 4.807 1.102  C37 1.484, H44 1.110, H45 1.121, H46 1.045
39 O 0.560 3.201 0.939  C37 1.412, H47 0.978
40 H -1.226 2.648 -0.714  C36 1.059
41 H -0.048 3.332 -1.785  C36 1.076
42 H -1.466 4.253 -1.366  C36 1.078
43 H 0.605 4.938 -0.087  C37 1.076
44 H -1.594 5.731 0.663  C38 1.110
45 H -0.800 4.958 2.151  C38 1.121
46 H -2.007 4.197 1.178  C38 1.045
47 H 0.754 2.403 0.409  O39 0.978
48 C 5.341 -1.925 -1.724  C49 1.567, H52 1.065, H53 1.073, H54 1.062
49 C 4.228 -1.601 -0.670  C48 1.567, C50 1.509, O51 1.390, H55 1.119
50 C 4.408 -2.435 0.574  C49 1.509, H56 1.125, H57 1.124, H58 1.084
51 O 4.432 -0.254 -0.397  C49 1.390, H59 0.945
52 H 5.168 -2.866 -2.191  C48 1.065
53 H 6.297 -2.039 -1.253  C48 1.073
54 H 5.396 -1.161 -2.461  C48 1.062
55 H 3.237 -1.725 -1.176  C49 1.119
56 H 3.838 -2.091 1.480  C50 1.125
57 H 5.455 -2.319 0.967  C50 1.124
58 H 4.255 -3.498 0.422  C50 1.084
59 H 3.597 0.182 -0.323  O51 0.945
60 C 0.349 2.458 4.221  C61 1.487, H64 1.114, H65 1.059, H66 1.122
61 C 1.039 3.701 4.653  C60 1.487, C62 1.540, O63 1.414, H67 1.107
62 C 2.081 3.364 5.736  C61 1.540, H68 1.092, H69 1.105, H70 1.138
63 O 1.690 4.290 3.545  C61 1.414, H71 1.004
64 H 1.075 1.755 3.753  C60 1.114
65 H -0.449 2.567 3.533  C60 1.059
66 H -0.071 2.006 5.159  C60 1.122
67 H 0.347 4.460 5.068  C61 1.107
68 H 2.609 4.242 6.114  C62 1.092
69 H 2.739 2.563 5.352  C62 1.105
70 H 1.536 2.936 6.638  C62 1.138
71 H 1.629 3.776 2.685  O63 1.004
72 C 4.421 2.590 2.917  C73 1.488, H76 1.113, H77 1.094, H78 1.112
73 C 4.325 1.111 2.783  C72 1.488, C74 1.541, O75 1.418, H79 1.118
74 C 4.857 0.412 4.049  C73 1.541, H80 1.099, H81 1.073, H82 1.092
75 O 2.980 0.723 2.563  C73 1.418, H83 0.967
76 H 4.014 3.114 2.024  C72 1.113
77 H 5.462 2.917 2.991  C72 1.094
78 H 3.844 2.987 3.780  C72 1.112
79 H 4.916 0.728 1.915  C73 1.118
80 H 4.890 -0.685 4.000  C74 1.099
81 H 4.150 0.607 4.833  C74 1.073
82 H 5.840 0.839 4.257  C74 1.092
83 H 2.678 0.961 1.675  O75 0.967
84 C 1.334 -4.898 -2.203  C85 1.497, H88 1.078, H89 1.094, H90 1.110
85 C 0.639 -3.942 -3.122  C84 1.497, C86 1.541, O87 1.402, H91 1.103
86 C 1.666 -3.297 -4.072  C85 1.541, H92 1.104, H93 1.098, H94 1.105
87 O -0.314 -4.529 -3.965  C85 1.402, H95 0.927
88 H 0.747 -5.332 -1.410  C84 1.078
89 H 2.190 -4.365 -1.776  C84 1.094
90 H 1.736 -5.769 -2.761  C84 1.110
91 H 0.172 -3.150 -2.512  C85 1.103
92 H 2.374 -4.061 -4.439  C86 1.104
93 H 2.308 -2.692 -3.419  C86 1.098
94 H 1.227 -2.712 -4.901  C86 1.105
95 H -1.091 -4.597 -3.464  O87 0.927
96 C 1.279 -1.907 4.285  C97 1.509, H100 1.072, H101 1.095, H102 1.105
97 C 0.181 -2.854 3.870  C96 1.509, C98 1.466, O99 1.419, H103 1.088
98 C 0.714 -4.127 3.374  C97 1.466, H104 1.126, H105 1.075, H106 1.142
99 O -0.781 -3.090 4.886  C97 1.419, H107 0.933
100 H 0.880 -0.923 4.435  C96 1.072
101 H 1.999 -1.674 3.493  C96 1.095
102 H 1.826 -2.292 5.165  C96 1.105
103 H -0.262 -2.392 2.990  C97 1.088
104 H 1.454 -4.014 2.533  C98 1.126
105 H -0.118 -4.765 3.139  C98 1.075
106 H 1.273 -4.692 4.194  C98 1.142
107 H -1.058 -2.326 5.345  O99 0.933
108 C -3.941 -3.092 -5.630  C109 1.539, H112 1.078, H113 1.091, H114 1.103
109 C -3.348 -3.227 -4.216  C108 1.539, C110 1.552, O111 1.471, H115 1.099
110 C -4.287 -2.750 -3.077  C109 1.552, H116 1.095, H117 1.069, H118 1.074
111 O -2.915 -4.609 -3.959  C109 1.471, H119 0.966
112 H -4.848 -2.515 -5.697  C108 1.078
113 H -4.109 -4.140 -5.883  C108 1.091
114 H -3.191 -2.730 -6.354  C108 1.103
115 H -2.481 -2.584 -4.012  C109 1.099
116 H -3.908 -3.056 -2.096  C110 1.095
117 H -5.209 -3.268 -3.238  C110 1.069
118 H -4.594 -1.722 -3.113  C110 1.074
119 H -3.638 -5.207 -4.189  O111 0.966
120 C -5.028 1.343 3.659  C121 1.493, H124 1.110, H125 1.068, H126 1.099
121 C -4.558 -0.039 3.970  C120 1.493, C122 1.487, O123 1.420, H127 1.092
122 C -3.094 -0.225 4.155  C121 1.487, H128 1.095, H129 1.116, H130 1.108
123 O -5.216 -0.531 5.129  C121 1.420, H131 0.939
124 H -4.953 1.910 4.610  C120 1.110
125 H -6.066 1.295 3.410  C120 1.068
126 H -4.525 1.880 2.842  C120 1.099
127 H -4.881 -0.653 3.126  C121 1.092
128 H -2.719 0.243 5.071  C122 1.095
129 H -2.525 0.204 3.297  C122 1.116
130 H -2.912 -1.318 4.182  C122 1.108
131 H -6.148 -0.599 5.039  O123 0.939
132 C -5.255 1.239 -0.932  C133 1.590, H136 1.069, H137 1.105, H138 1.105
133 C -5.280 -0.184 -0.225  C132 1.590, C134 1.490, O135 1.440, H139 1.090
134 C -3.992 -0.623 0.381  C133 1.490, H140 1.083, H141 1.127, H142 1.112
135 O -6.407 -0.245 0.669  C133 1.440, H143 0.963
136 H -4.402 1.242 -1.577  C132 1.069
137 H -4.996 1.927 -0.106  C132 1.105
138 H -6.230 1.410 -1.422  C132 1.105
139 H -5.454 -0.927 -1.002  C133 1.090
140 H -3.555 0.095 1.064  C134 1.083
141 H -3.144 -0.840 -0.330  C134 1.127
142 H -4.174 -1.620 0.840  C134 1.112
143 H -6.276 0.395 1.376  O135 0.963

Atom charges from the Löwdin analysis, given in e for atoms 1 to 8: number 1, C, carries -0.0651; number 2, C, carries -0.5277; number 3, C, carries -0.0730; number 4, O, carries -0.2783; number 5, H, carries 0.0781; number 6, H, carries 0.0754; number 7, H, carries 0.0437; number 8, H, carries 0.1398